[1]
Density functional theory data (the ωB97M-V functional and the def2-TZVPD basis) for one molecule with the formula C6H12N2O.

The value obtained for the highest occupied orbital energy is -7.050 eV. As for the SMILES: C[C@H]1C(N)=C(N)[C@@]1(C)O. As for the energy above the lowest of the compared OMol25 structures with the same formula, charge and spin: 42.5 kcal per mole. Its LUMO energy is 0.031 hartree. As for the HOMO-LUMO gap: 7.89 eV.

XYZ file:
```
21
Properties=species:S:1:pos:R:3:forces:R:3
C -0.421 2.258 -0.465 0.35 -0.05 0.04
C -0.342 0.988 0.352 2.19 -1.14 0.06
C -1.132 -0.188 -0.054 0.02 -1.04 -0.59
N -2.495 -0.254 -0.334 0.90 -0.14 0.60
C -0.135 -1.108 -0.125 -0.90 0.43 0.08
N -0.103 -2.507 -0.109 0.01 -0.14 -0.17
C 1.010 -0.195 0.114 -1.69 1.85 0.52
C 1.937 -0.500 1.267 -0.12 0.30 -0.17
O 1.792 0.200 -0.979 0.29 -0.11 -0.31
H 0.556 2.748 -0.493 -0.02 0.03 0.00
H -0.724 2.053 -1.493 -0.02 0.00 -0.04
H -1.127 2.970 -0.035 -0.05 0.01 -0.04
H -0.287 1.176 1.422 -0.36 0.12 0.18
H -3.047 0.575 -0.172 -0.14 -0.55 -0.35
H -2.793 -1.058 -0.866 -0.47 0.61 0.10
H -1.004 -2.948 -0.238 0.12 -0.02 -0.02
H 0.596 -2.911 -0.717 -0.11 -0.04 -0.05
H 2.502 0.393 1.530 0.04 0.00 0.09
H 1.366 -0.853 2.122 -0.01 0.02 0.08
H 2.650 -1.273 0.981 -0.02 -0.05 -0.04
H 1.200 0.432 -1.704 -0.01 -0.09 0.03
```
Positions in Å, forces in eV/Å.

Mulliken atomic charge list, values in e, 8 entries: atom 1 (C): -1.515, atom 2 (C): -0.281, atom 3 (C): 0.490, atom 4 (N): -0.498, atom 5 (C): -0.455, atom 6 (N): -0.562, atom 7 (C): 1.156, atom 8 (C): -1.682


[2]
Density functional theory data (the ωB97M-V functional and the def2-TZVPD basis) for a 2-piece molecular cluster, C2H7FO overall.

The value obtained for the highest occupied orbital energy is -11.513 eV. As for the SMILES: CCF.O. As for the energy above the lowest of the compared OMol25 structures with the same formula, charge and spin: 0.0 kcal per mole. Its LUMO energy is 0.028 hartree. As for the HOMO-LUMO gap: 12.27 eV.

XYZ file:
```
11
Properties=species:S:1:pos:R:3:forces:R:3
C -0.513 -0.073 -0.123 0.30 0.23 0.62
C -1.780 -0.461 -0.814 -0.55 -0.13 -1.97
F -2.859 -0.332 0.012 -0.85 0.03 1.50
H -0.635 0.978 0.187 0.25 -0.37 0.02
H 0.392 -0.154 -0.748 -0.52 -0.07 0.09
H -0.373 -0.692 0.780 0.04 0.26 -0.34
H -2.063 0.233 -1.629 0.77 -0.34 -0.07
H -1.854 -1.492 -1.209 0.58 0.38 0.17
O 3.040 0.352 1.348 0.56 0.95 -0.54
H 3.996 0.579 1.402 -1.04 -0.21 -0.08
H 2.647 1.063 0.793 0.46 -0.74 0.61
```
Positions in Å, forces in eV/Å.

Mulliken atomic charge list, values in e, 8 entries: atom 1 (C): -0.850, atom 2 (C): -0.150, atom 3 (F): -0.289, atom 4 (H): 0.266, atom 5 (H): 0.308, atom 6 (H): 0.284, atom 7 (H): 0.197, atom 8 (H): 0.234


[3]
Density functional theory data (the ωB97M-V functional and the def2-TZVPD basis) for C21H20AsN5O7RuS3 as an isolated structure.

The value obtained for the highest occupied orbital energy (spin up / spin down) is -4.972 / -4.832 eV. Its multiplicity is 2. As for the energy above the lowest of the compared OMol25 structures with the same formula, charge and spin: 4.9 kcal per mole. Its LUMO energy (spin up / spin down) is 0.097 / 0.091 hartree. Its total charge is -1. As for the HOMO-LUMO gap (spin up / spin down): 7.60 / 7.31 eV.

XYZ file:
```
58
Properties=species:S:1:pos:R:3:forces:R:3
Ru -1.058 -0.162 -0.563 0.25 -0.33 -0.33
N -4.064 -2.721 0.817 -0.01 -0.03 -0.04
C -3.415 -1.713 0.154 -0.02 -0.02 -0.02
S -2.652 -0.450 1.109 0.18 0.15 -0.14
N -3.418 -1.697 -1.138 -0.11 0.04 0.03
N -2.754 -0.536 -1.569 0.09 -0.01 0.02
C -3.383 0.169 -2.429 0.13 0.14 -0.04
C -3.033 1.517 -2.832 0.05 -0.16 0.16
C -3.932 2.205 -3.653 0.03 0.04 -0.03
C -3.745 3.532 -3.973 0.05 0.03 0.03
C -2.635 4.197 -3.440 -0.10 -0.03 -0.05
C -1.733 3.542 -2.633 0.04 -0.02 0.00
C -1.892 2.178 -2.316 -0.17 -0.11 -0.37
O -0.966 1.569 -1.631 -0.13 0.17 0.62
H -3.634 -2.966 1.694 0.00 0.01 0.01
H -4.265 -3.517 0.229 0.01 0.01 0.01
H -4.310 -0.255 -2.806 -0.02 0.02 0.03
H -4.796 1.669 -4.030 -0.01 0.01 0.00
H -4.449 4.052 -4.608 0.00 0.01 0.00
H -2.480 5.246 -3.663 0.00 0.00 0.00
H -0.879 4.064 -2.220 0.00 -0.02 0.00
O -0.502 -2.739 -2.895 -0.07 0.02 -0.11
As -0.164 -3.260 -1.249 0.01 -0.01 0.22
O -0.708 -4.781 -1.029 0.05 -0.02 -0.06
O -0.751 -2.115 -0.168 -0.06 -0.08 -0.03
C 1.760 -3.182 -1.053 0.02 0.12 0.01
C 2.394 -4.417 -1.055 0.00 0.00 0.01
C 3.756 -4.514 -0.806 0.01 0.02 0.00
C 4.491 -3.370 -0.541 0.00 -0.01 0.00
C 3.868 -2.130 -0.531 -0.02 0.01 0.00
C 2.507 -2.032 -0.781 -0.06 -0.05 -0.04
S 1.801 -0.388 -0.782 0.03 0.02 0.02
O 2.923 0.505 -0.972 -0.05 -0.03 0.01
O 0.803 -0.387 -1.867 -0.04 -0.19 -0.08
O 1.070 -0.167 0.479 -0.21 0.02 -0.06
H -1.282 -3.232 -3.184 0.04 -0.01 0.05
H 1.794 -5.301 -1.233 0.00 0.00 0.00
H 4.239 -5.483 -0.813 0.00 0.00 0.00
H 5.553 -3.437 -0.342 0.00 0.00 0.00
H 4.427 -1.224 -0.344 0.02 -0.01 0.00
N 1.085 2.765 -0.105 0.03 -0.03 0.03
C 0.650 2.507 1.153 -0.10 0.46 -0.02
S -0.980 2.438 1.512 0.06 0.07 0.16
N 1.649 2.449 2.076 0.03 -0.18 0.06
C 1.604 1.898 3.375 -0.02 0.06 -0.04
C 0.774 0.829 3.700 0.09 -0.02 0.03
C 0.817 0.305 4.981 0.00 -0.02 0.01
C 1.684 0.817 5.938 -0.01 0.01 0.02
C 2.521 1.871 5.604 -0.02 0.01 0.00
C 2.473 2.416 4.330 0.00 -0.01 0.00
H 0.363 2.591 -0.805 0.06 0.02 0.04
H 1.980 2.356 -0.355 -0.02 0.03 -0.01
H 2.570 2.685 1.743 0.00 -0.05 -0.04
H 0.125 0.406 2.951 -0.02 -0.01 -0.03
H 0.171 -0.529 5.225 0.00 0.00 0.01
H 1.710 0.394 6.935 0.00 0.00 0.00
H 3.204 2.281 6.337 0.00 0.00 0.00
H 3.110 3.254 4.070 0.00 -0.01 -0.01
```
Positions in Å, forces in eV/Å.

Mulliken atomic charge list, values in e, 8 entries: atom 1 (Ru): 1.019, atom 2 (N): -0.518, atom 3 (C): 0.565, atom 4 (S): -0.509, atom 5 (N): -1.125, atom 6 (N): 1.078, atom 7 (C): -0.947, atom 8 (C): 0.754


[4]
Density functional theory data (the ωB97M-V functional and the def2-TZVPD basis) for one molecule with the formula C5H8O.

The value obtained for the highest occupied orbital energy is -7.879 eV. As for the energy above the lowest of the compared OMol25 structures with the same formula, charge and spin: 103.1 kcal per mole. Its LUMO energy is 0.038 hartree. As for the HOMO-LUMO gap: 8.91 eV.

XYZ file:
```
14
Properties=species:S:1:pos:R:3:forces:R:3
C -1.133 -0.129 -0.553 -0.30 -0.04 -0.11
C 0.053 0.725 -0.986 0.14 0.14 -0.18
C 1.083 0.591 0.101 0.10 -0.07 -0.15
O 0.386 0.023 1.283 -0.25 -0.87 -0.14
C 1.610 -0.743 0.431 0.54 0.04 -0.19
C -0.784 -0.733 0.793 -0.20 0.17 0.19
H -1.331 -0.888 -1.302 -0.15 -0.19 0.09
H -2.014 0.495 -0.454 -0.20 0.05 -0.09
H 0.450 0.358 -1.927 0.19 0.06 -0.11
H -0.259 1.759 -1.116 0.12 0.12 -0.03
H 1.615 1.511 0.341 -0.13 -0.03 0.30
H 2.437 -0.607 1.139 0.06 0.10 -0.05
H -0.573 -1.804 0.701 0.33 0.49 0.32
H -1.538 -0.559 1.548 -0.24 0.05 0.14
```
Positions in Å, forces in eV/Å.

Mulliken atomic charge list, values in e, 8 entries: atom 1 (C): -0.410, atom 2 (C): -0.675, atom 3 (C): 0.231, atom 4 (O): -0.252, atom 5 (C): -0.763, atom 6 (C): -0.354, atom 7 (H): 0.288, atom 8 (H): 0.246